one:
{
  "formula": "CH2ClNO2S",
  "method": "wB97M-V/def2-TZVPD",
  "elements": ["C", "N", "O", "O", "S", "Cl", "H", "H"],
  "xyz": [[-1.227, 1.509, -0.552], [-0.512, 0.773, -1.037], [2.279, 0.980, 0.009], [0.758, -0.614, 1.091], [1.507, -0.225, -0.069], [-0.985, -2.555, 0.011], [-1.853, 2.210, -0.082], [0.034, -2.080, 0.631]]
}

=====

two:
{
  "formula": "CH2ClNO2S",
  "method": "wB97M-V/def2-TZVPD",
  "elements": ["C", "N", "O", "O", "S", "Cl", "H", "H"],
  "xyz": [[0.513, 2.974, -1.092], [0.121, 2.307, -1.895], [2.610, 0.583, -2.715], [0.964, -0.693, -1.477], [1.268, 0.118, -2.647], [-0.916, -3.611, 0.874], [1.034, 3.729, -0.580], [-1.789, -4.221, -0.006]]
}

=====

Most stable structure, least stable structure: one, two.